1.
{"formula": "C27H28N2O6OsSSi", "method": "ωB97M-V/def2-TZVPD", "species": ["Os", "O", "C", "C", "C", "N", "C", "C", "C", "O", "O", "C", "O", "O", "H", "H", "H", "C", "C", "C", "C", "C", "C", "C", "C", "S", "C", "N", "C", "C", "C", "C", "C", "C", "C", "C", "H", "H", "H", "H", "H", "H", "H", "H", "H", "H", "H", "H", "H", "H", "H", "H", "C", "Si", "C", "C", "O", "H", "H", "H", "H", "H", "H", "H", "H", "H"], "positions_angstrom": [[1.41369, -0.58870, -0.17037], [3.70277, -2.46762, -5.43807], [3.21666, -2.02063, -4.26435], [3.36161, -0.68933, -3.85516], [2.82425, -0.33439, -2.64142], [2.17232, -1.22773, -1.90767], [2.06386, -2.50735, -2.24495], [2.57951, -2.95126, -3.44167], [1.43782, -3.33807, -1.13735], [1.31931, -4.53408, -1.26277], [1.10910, -2.63657, -0.08565], [2.94970, 1.00416, -1.93647], [3.41915, 1.96661, -2.47566], [2.53452, 0.96521, -0.66621], [4.12514, -1.75018, -5.92397], [3.89129, 0.04720, -4.44591], [2.50389, -3.99288, -3.71962], [-2.97538, 4.76553, 1.06687], [-3.15915, 3.24592, 0.95437], [-3.06346, 2.85544, -0.51914], [-4.55456, 2.85835, 1.46319], [-2.09941, 2.54416, 1.80339], [-2.07477, 2.78661, 3.19030], [-1.13856, 2.21204, 4.01895], [-0.19758, 1.36038, 3.44988], [1.13752, 0.56022, 4.21524], [1.59831, -0.09114, 2.69232], [0.81157, 0.22266, 1.68878], [-0.21507, 1.08147, 2.08480], [-1.16496, 1.68305, 1.25669], [2.77363, -0.88690, 2.41943], [3.69564, -1.28652, 3.38687], [4.80486, -2.00903, 2.99870], [4.98296, -2.33159, 1.65383], [4.05377, -1.94444, 0.70242], [2.92922, -1.20192, 1.06329], [-3.72917, 5.27791, 0.46552], [-1.98919, 5.06323, 0.70623], [-3.07703, 5.11124, 2.09629], [-3.83134, 3.38494, -1.08564], [-3.22789, 1.78593, -0.65559], [-2.09360, 3.11490, -0.94777], [-5.32132, 3.34556, 0.85725], [-4.70684, 3.15987, 2.50005], [-4.70409, 1.77867, 1.40008], [-2.80522, 3.45592, 3.62554], [-1.12692, 2.42770, 5.07899], [-1.14201, 1.45356, 0.20293], [3.54424, -1.03327, 4.43005], [5.53168, -2.32705, 3.73392], [5.85604, -2.89661, 1.35208], [4.21569, -2.22713, -0.33203], [-1.66027, -3.17180, -1.58751], [-1.85075, -1.38355, -1.09620], [-3.02124, -1.29178, 0.35976], [-2.51456, -0.46069, -2.58567], [-0.45720, -0.60337, -0.67823], [-2.65161, -3.55782, -1.84446], [-1.25205, -3.79358, -0.79067], [-1.02658, -3.30041, -2.46811], [-3.98528, -1.74983, 0.12529], [-3.19895, -0.26259, 0.67783], [-2.59500, -1.82986, 1.21061], [-3.50663, -0.83043, -2.85711], [-1.85518, -0.62351, -3.44198], [-2.58689, 0.61523, -2.42438]], "mulliken_charge": [0.021, -0.526, 0.967, -0.534, 0.215, 0.649, 0.518, -0.972, 0.307, -0.677, -0.673, 0.175, -0.624, -0.819, 0.308, 0.473, 0.631, -1.795, 1.992, -1.781, -1.671, 0.130, -0.513, -1.459, 0.921, -0.419, 1.055, 0.438, -1.540, 0.499, 0.362, -0.781, -0.790, -0.959, -0.543, 0.569, 0.450, 0.393, 0.340, 0.496, 0.081, 0.413, 0.471, 0.353, 0.285, 0.427, 0.391, 0.713, 0.433, 0.386, 0.425, 0.371, -1.177, 0.397, -0.712, -1.087, 0.281, 0.466, 0.292, 0.273, 0.427, -0.063, 0.303, 0.371, 0.340, 0.311], "gap_ev": 7.24, "charge": 0, "e_lumo_ev": -1.08, "molar_mass_g_mol": 726.91, "e_above_lowest_kj_mol": 0.00}



2.
{"formula": "BaCl2H2OP2", "method": "ωB97M-V/def2-TZVPD", "species": ["O", "P", "Cl", "P", "Cl", "H", "H", "Ba"], "positions_angstrom": [[-1.89676, 0.37980, -0.86105], [-1.23725, 0.29123, 0.56739], [-1.23240, -1.80488, 0.80991], [0.92583, 1.00517, 0.08596], [1.92140, -0.11886, -1.29825], [-1.62852, 0.94929, -1.60380], [1.63679, 0.77337, 1.27393], [1.51091, -1.47512, 1.02592]], "mulliken_charge": [-0.379, 0.642, -0.258, -0.102, -0.142, 0.392, 0.161, 1.686], "gap_ev": 8.86, "charge": 2, "e_lumo_ev": -9.18, "molar_mass_g_mol": 288.20}



3.
{"formula": "C5H9NO", "method": "ωB97M-V/def2-TZVPD", "species": ["C", "C", "C", "C", "C", "H", "H", "H", "H", "H", "H", "H", "H", "H", "N", "O"], "positions_angstrom": [[0.21829, -1.44723, 0.19613], [1.41506, -0.61972, 0.08752], [2.64613, 1.35373, -0.22708], [-4.13373, -0.40660, -0.40437], [-4.45489, 0.64209, 0.14712], [-0.94336, -0.93241, -0.27518], [0.07305, -1.81358, 1.29841], [0.23994, -2.24961, -0.56084], [0.67365, 1.23156, 0.57761], [3.42890, 0.70887, -0.57727], [2.19294, 2.19423, -0.91350], [3.20902, 1.90072, 0.53941], [-3.52020, -1.41308, -0.52978], [-4.89096, 1.59951, 0.60931], [1.49326, 0.63237, 0.16891], [2.35290, -1.38085, -0.13640]], "mulliken_charge": [-0.811, 0.691, -0.819, -0.317, -0.277, 0.114, 0.231, 0.294, 0.294, 0.335, 0.244, 0.277, 0.266, 0.336, -0.203, -0.655], "gap_ev": 9.84, "charge": 0, "e_lumo_ev": 0.69, "molar_mass_g_mol": 99.13, "e_above_lowest_kj_mol": 504.56}



4.
{"formula": "C31H81Cl8N3O11", "method": "ωB97M-V/def2-TZVPD", "species": ["C", "O", "C", "C", "N", "C", "C", "O", "C", "H", "H", "H", "H", "H", "H", "H", "H", "H", "H", "H", "H", "H", "H", "H", "C", "O", "C", "C", "N", "C", "C", "O", "C", "H", "H", "H", "H", "H", "H", "H", "H", "H", "H", "H", "H", "H", "H", "H", "C", "O", "C", "C", "N", "C", "C", "O", "C", "H", "H", "H", "H", "H", "H", "H", "H", "H", "H", "H", "H", "H", "H", "H", "Cl", "C", "C", "Cl", "H", "H", "H", "H", "Cl", "C", "C", "Cl", "H", "H", "H", "H", "Cl", "C", "C", "Cl", "H", "H", "H", "H", "Cl", "C", "C", "Cl", "H", "H", "H", "H", "C", "O", "H", "H", "H", "H", "C", "O", "H", "H", "H", "H", "C", "O", "H", "H", "H", "H", "C", "O", "H", "H", "H", "H", "C", "O", "H", "H", "H", "H"], "positions_angstrom": [[-3.43625, 0.90277, -4.05465], [-2.11854, 0.68648, -4.47195], [-1.41190, -0.23230, -3.66123], [-1.84653, -1.67884, -3.86266], [-1.10796, -2.52253, -2.91173], [-1.24793, -3.96400, -3.27141], [-0.90556, -4.85697, -2.10833], [0.49477, -4.84487, -1.95412], [0.89662, -5.61571, -0.84183], [-3.88638, 1.62568, -4.73413], [-3.47139, 1.32677, -3.03940], [-4.05875, -0.00054, -4.08188], [-1.55332, 0.02784, -2.59617], [-0.35379, -0.10138, -3.89487], [-1.64144, -1.98775, -4.89626], [-2.91365, -1.74175, -3.64109], [-0.11672, -2.34093, -3.09541], [-0.58061, -4.19788, -4.11242], [-2.26627, -4.17272, -3.60697], [-1.26304, -5.87558, -2.31971], [-1.37001, -4.47264, -1.19614], [0.47297, -5.21783, 0.09167], [1.98122, -5.56861, -0.77219], [0.58339, -6.66052, -0.95725], [2.60653, -2.84221, -4.06212], [1.81397, -2.21508, -3.12274], [2.56072, -1.36291, -2.28127], [1.68224, -0.95281, -1.13891], [1.33793, -2.13432, -0.37424], [0.26067, -1.88147, 0.56994], [0.62960, -0.79939, 1.55607], [-0.21007, -0.94430, 2.66480], [-0.20221, 0.17289, 3.50919], [3.32093, -2.16076, -4.56160], [2.02966, -3.29522, -4.86607], [3.26309, -3.61532, -3.63839], [2.95165, -0.48192, -2.81138], [3.43573, -1.90327, -1.89367], [0.76970, -0.44887, -1.49659], [2.23837, -0.25651, -0.50686], [1.05350, -2.89345, -0.99018], [0.02357, -2.77144, 1.15816], [-0.67122, -1.57729, 0.06149], [0.54298, 0.20051, 1.12348], [1.68508, -0.92048, 1.86648], [0.80805, 0.58716, 3.60303], [-0.48588, -0.15484, 4.51200], [-0.90922, 0.93824, 3.16828], [-5.06474, 6.69731, 1.13717], [-3.68747, 6.73213, 0.87118], [-3.38855, 7.42218, -0.34635], [-1.97468, 7.92932, -0.39670], [-0.99564, 6.87372, -0.62076], [0.32697, 7.43210, -0.80944], [1.37490, 6.36115, -0.61317], [1.19576, 5.83739, 0.66290], [1.97485, 4.68579, 0.88343], [-5.20453, 6.03032, 1.98994], [-5.63770, 6.29146, 0.29775], [-5.43090, 7.68853, 1.41763], [-4.11929, 8.21852, -0.53182], [-3.54601, 6.71986, -1.18327], [-1.75652, 8.52735, 0.50306], [-1.90383, 8.58608, -1.26883], [-0.92522, 6.28773, 0.20999], [0.56270, 8.21388, -0.06478], [0.45170, 7.84439, -1.81240], [2.37873, 6.81294, -0.68770], [1.30960, 5.59124, -1.39658], [3.04067, 4.88437, 0.70226], [1.66684, 3.87145, 0.21657], [1.80034, 4.38201, 1.91072], [-4.80098, -1.19451, 2.72668], [-3.09060, -1.62844, 2.93461], [-2.86633, -3.03632, 3.36596], [-3.72500, -3.45417, 4.87733], [-2.66182, -0.90352, 3.62164], [-2.58497, -1.43641, 1.98953], [-1.80664, -3.22129, 3.52388], [-3.20828, -3.73866, 2.60687], [2.83542, -5.62411, -8.56592], [3.34413, -4.17142, -7.66830], [4.56871, -4.42158, -6.84797], [4.31106, -5.66056, -5.60298], [2.49708, -3.86943, -7.05807], [3.49982, -3.39251, -8.41172], [4.91517, -3.52127, -6.33942], [5.40360, -4.71759, -7.48280], [9.09254, -3.34098, -1.78619], [7.61285, -3.21230, -0.80723], [6.35452, -3.33216, -1.63935], [6.22264, -2.06634, -2.86434], [7.64883, -2.23166, -0.34022], [7.62845, -3.98783, -0.04843], [5.50341, -3.26994, -0.95689], [6.29930, -4.31785, -2.10024], [0.89495, -1.63349, 9.34039], [0.21338, -0.35070, 8.32293], [-0.56844, -0.92382, 7.15657], [-1.96241, -1.85555, 7.76271], [0.99507, 0.32193, 7.98671], [-0.46426, 0.25453, 8.92506], [0.04817, -1.60723, 6.57928], [-0.92924, -0.11318, 6.53227], [-2.79236, 4.02849, 2.82730], [-2.26000, 4.42842, 1.56541], [-2.13447, 3.25782, 3.23509], [-2.79562, 4.86262, 3.53278], [-3.78353, 3.57635, 2.72899], [-2.77190, 5.20828, 1.26274], [-4.14573, -2.06881, -0.92457], [-2.92747, -2.75480, -0.74212], [-4.52613, -1.74417, 0.04528], [-3.98881, -1.13479, -1.48987], [-4.89485, -2.66325, -1.45280], [-2.27468, -2.45969, -1.41042], [-2.76634, 1.43100, 0.27762], [-1.49711, 2.03807, 0.29734], [-2.82501, 0.77387, -0.59330], [-2.95276, 0.82134, 1.17309], [-3.59202, 2.14695, 0.19419], [-1.61432, 2.95261, 0.61858], [0.49818, 3.01972, 5.36786], [0.94579, 1.75012, 5.89823], [-0.49721, 2.88218, 4.95008], [0.41916, 3.77570, 6.15354], [1.16894, 3.37451, 4.58236], [1.79771, 1.93927, 6.30446], [2.82005, -3.58256, 2.44532], [3.50124, -2.88541, 1.41693], [3.56868, -3.93110, 3.15438], [2.07160, -2.95248, 2.93246], [2.32789, -4.48731, 2.05808], [2.83861, -2.66893, 0.72903]], "mulliken_charge": [-0.474, -0.527, 0.346, -0.633, 1.050, -1.081, -0.360, -0.197, -0.777, 0.315, 0.115, 0.272, -0.024, 0.014, 0.302, 0.479, -0.419, 0.449, 0.523, 0.453, 0.254, 0.223, 0.220, 0.375, -0.723, -0.758, -0.646, -0.229, 0.717, -0.139, -1.107, -0.006, -0.907, 0.390, 0.008, 0.315, 0.451, -0.230, -0.044, 0.680, -0.062, 0.340, -0.219, 0.426, 0.300, 0.616, -0.154, 0.401, -0.904, -0.428, -0.679, -0.713, -0.240, -0.606, -0.680, -0.296, -0.493, 0.284, 0.367, 0.315, 0.530, 0.282, 0.330, 0.476, 0.153, 0.332, 0.378, 0.425, 0.379, 0.344, 0.281, -0.028, -0.216, 0.978, -0.312, -0.199, 0.023, -0.707, 0.089, 0.377, -0.192, -0.226, -0.428, -0.174, 0.056, 0.352, 0.231, 0.402, -0.200, -0.534, 0.006, -0.187, 0.321, 0.356, -0.036, 0.295, -0.201, -0.241, -0.056, -0.180, 0.093, 0.375, 0.325, -0.109, -0.422, -0.413, -0.184, 0.350, 0.338, 0.461, -0.268, -0.392, -0.022, 0.047, 0.278, 0.125, 0.093, -0.234, -0.472, 0.110, 0.364, 0.154, -0.506, -0.393, 0.046, 0.417, 0.241, 0.238, -0.357, -0.655, 0.325, 0.011, 0.136, 0.376], "gap_ev": 9.54, "charge": 0, "e_lumo_ev": 0.34, "molar_mass_g_mol": 955.62, "smiles": "COCCNCCOC.COCCNCCOC.COCCNCCOC.ClCCCl.ClCCCl.ClCCCl.ClCCCl.CO.CO.CO.CO.CO"}